Molecular formula: C37H34MnN3S2SeSi
Method: DFT, ωB97M-V with the def2-TZVPD basis set

Element x y z (Å)
Mn: -0.0529 -0.1581 -0.2855
C: -4.1817 -5.8729 0.6389
C: -3.1754 -5.3636 -0.4041
C: -3.8319 -4.2287 -1.1937
C: -2.8358 -6.4963 -1.3849
C: -1.8938 -4.9089 0.2968
C: -1.1670 -5.8269 1.0777
C: 0.0174 -5.4785 1.6928
C: 0.4907 -4.1800 1.5243
S: 1.9293 -3.4392 2.1442
C: 1.4921 -1.9474 1.3567
N: 0.3887 -1.9939 0.6833
C: -0.2098 -3.2492 0.7617
C: -1.4101 -3.6206 0.1588
C: 2.2672 -0.7099 1.4271
C: 3.4162 -0.6144 2.2152
C: 4.1037 0.5830 2.2722
C: 3.6307 1.6606 1.5265
C: 2.4876 1.5379 0.7481
C: 1.7426 0.3540 0.6650
H: -5.1086 -6.1835 0.1475
H: -4.4199 -5.0813 1.3539
H: -3.7912 -6.7277 1.1959
H: -4.6870 -4.6242 -1.7474
H: -3.1445 -3.7751 -1.9110
H: -4.1999 -3.4447 -0.5250
H: -3.7410 -6.8361 -1.8966
H: -2.3930 -7.3533 -0.8724
H: -2.1257 -6.1457 -2.1371
H: -1.5340 -6.8389 1.2025
H: 0.5656 -6.2009 2.2850
H: -1.9299 -2.8853 -0.4355
H: 3.7606 -1.4747 2.7840
H: 4.9907 0.6802 2.8864
H: 4.1543 2.6107 1.5583
H: 2.1694 2.4101 0.1864
C: -4.2358 2.9794 -3.5811
C: -2.9681 3.1288 -4.1276
C: -1.8385 2.8657 -3.3592
C: -1.9289 2.4446 -2.0274
C: -3.2205 2.2924 -1.5084
C: -4.3581 2.5557 -2.2640
Si: -0.3410 2.0806 -1.0002
C: -0.4530 3.4612 0.3384
C: 0.4716 4.5112 0.3984
C: 0.3950 5.5084 1.3657
C: -0.6236 5.4887 2.3097
C: -1.5581 4.4612 2.2741
C: -1.4639 3.4656 1.3085
H: -5.1191 3.1886 -4.1740
H: -2.8576 3.4537 -5.1564
H: -0.8561 2.9821 -3.8062
H: -3.3513 1.9624 -0.4822
H: -5.3420 2.4295 -1.8239
H: 0.6720 2.7243 -1.9208
H: 1.2634 4.5604 -0.3437
H: 1.1309 6.3053 1.3807
H: -0.6909 6.2653 3.0627
H: -2.3635 4.4361 3.0007
H: -2.2032 2.6690 1.3164
Se: -0.9969 -1.1307 -2.3215
C: -0.0548 -0.9287 -3.9437
C: 1.1603 -0.2427 -4.0290
C: 1.8217 -0.1882 -5.2440
N: 1.3774 -0.7510 -6.3717
C: 0.2066 -1.3890 -6.2821
C: -0.5376 -1.5026 -5.1203
H: 1.5709 0.2338 -3.1486
H: 2.7696 0.3369 -5.3218
H: -0.1566 -1.8369 -7.2029
H: -1.4812 -2.0331 -5.1150
S: -4.0329 -0.9497 1.7494
C: -2.8726 -0.4808 2.9198
C: -1.7539 -0.0527 2.2985
N: -1.8061 -0.0905 0.9203
C: -2.9435 -0.5406 0.5006
H: -3.0767 -0.5476 3.9759
H: -0.8598 0.3179 2.7769
H: -3.2071 -0.6234 -0.5477

Forces on the atoms, in the same order (eV/Å):
0.438 0.855 -0.012
0.014 0.010 -0.016
-0.013 -0.003 0.030
0.000 -0.016 0.015
0.021 0.012 0.006
-0.042 0.012 -0.020
0.020 0.027 -0.003
0.012 0.023 -0.003
0.096 -0.004 0.054
0.174 -0.043 0.139
0.353 0.077 0.233
-0.511 -0.262 -0.212
-0.036 0.054 -0.031
-0.114 0.072 -0.051
0.119 -0.026 0.065
-0.001 -0.152 0.018
-0.034 -0.001 -0.020
0.039 -0.020 -0.028
0.041 0.061 -0.175
-0.423 -0.228 0.556
0.036 0.004 0.021
-0.003 -0.035 -0.013
-0.020 0.034 -0.021
-0.004 0.024 0.031
-0.031 -0.011 0.004
0.041 -0.003 -0.038
0.030 0.008 0.021
-0.013 0.031 -0.022
-0.020 -0.021 0.015
-0.004 0.021 -0.025
-0.007 0.029 -0.005
0.062 -0.038 -0.048
0.042 0.065 0.005
-0.008 0.000 -0.012
0.003 -0.029 0.019
-0.012 -0.040 0.037
0.027 -0.014 0.014
0.031 -0.034 0.052
-0.061 -0.061 0.008
0.003 0.132 -0.020
-0.016 0.019 -0.065
0.082 -0.024 0.025
-0.278 0.134 -0.380
0.027 0.027 0.067
-0.101 0.062 0.029
-0.012 -0.071 -0.005
0.002 -0.044 -0.038
0.030 -0.012 -0.036
0.064 -0.016 0.040
0.018 -0.009 0.004
0.006 -0.011 0.010
-0.034 0.026 0.007
0.000 0.045 -0.015
0.016 0.007 -0.001
0.080 -0.027 0.060
-0.031 -0.011 0.025
-0.013 -0.010 -0.010
0.003 -0.004 -0.008
0.018 -0.010 -0.007
0.035 0.045 -0.009
-0.617 -0.877 -0.198
0.139 0.476 0.148
-0.100 -0.086 -0.079
-0.044 -0.026 -0.040
-0.072 -0.009 0.061
0.068 0.048 0.029
0.075 0.020 -0.025
0.063 0.042 0.005
-0.012 0.004 0.028
-0.017 -0.007 0.013
0.011 -0.008 -0.034
-0.202 -0.033 -0.001
-0.157 -0.065 0.013
0.172 0.135 -0.101
0.860 -0.202 0.122
-0.524 0.018 -0.128
0.051 0.026 -0.043
0.056 -0.031 -0.060
0.114 -0.051 0.027

Values from the calculation:
DFT total energy: -169607.080 eV
ΔE to the lowest compared entry with this formula, charge and spin: 16.7 kcal per mole
net charge: -1
multiplicity: 2